Below is C28H21N5O2Pd as an isolated structure, with properties calculated with ωB97M-V/def2-TZVPD.

Its charge is 0. Its energy above the lowest of the compared OMol25 structures with the same formula, charge and spin is 0.0 kcal per mole.

Positions of all 57 atoms, in Å:
Pd 1.252 0.627 0.538
C -4.284 4.783 -1.578
O -3.433 5.912 -1.531
C -2.757 6.141 -0.374
C -1.943 7.272 -0.357
C -1.220 7.582 0.776
C -1.255 6.747 1.889
C -2.092 5.641 1.883
C -2.848 5.338 0.758
N -0.495 7.176 3.032
N 0.187 6.392 3.704
C 0.334 5.016 3.321
C 0.044 4.053 4.255
C 0.124 2.686 3.963
C 0.539 2.247 2.715
O 0.644 0.979 2.410
C 0.902 3.250 1.755
N 1.346 2.793 0.542
C 1.802 3.654 -0.336
C 1.836 5.038 -0.093
C 1.346 5.520 1.086
C 0.840 4.625 2.056
H -4.721 4.775 -2.572
H -5.082 4.855 -0.834
H -3.725 3.857 -1.419
H -1.908 7.902 -1.236
H -0.608 8.475 0.813
H -2.163 5.004 2.753
H -3.496 4.474 0.781
H -0.285 4.374 5.237
H -0.122 1.948 4.714
H 2.158 3.255 -1.276
H 2.247 5.698 -0.844
H 1.365 6.581 1.295
C 2.106 2.306 -4.776
C 3.051 1.321 -4.512
C 2.937 0.527 -3.383
C 1.877 0.740 -2.513
C 0.933 1.725 -2.760
C 1.045 2.503 -3.903
N 1.715 -0.055 -1.337
N 1.890 -1.280 -1.505
C 1.639 -2.012 -0.346
C 1.770 -3.397 -0.368
C 1.470 -4.101 0.784
C 1.046 -3.417 1.920
C 0.919 -2.031 1.930
C 1.214 -1.307 0.788
H 2.199 2.920 -5.662
H 3.880 1.171 -5.191
H 3.657 -0.250 -3.165
H 0.118 1.866 -2.061
H 0.305 3.265 -4.108
H 2.096 -3.893 -1.273
H 1.562 -5.179 0.802
H 0.811 -3.977 2.817
H 0.595 -1.511 2.823

Atom charges from the natural (NBO) analysis, given in e for atoms 1 to 5:
1 Pd 0.7430
2 C -0.2539
3 O -0.4900
4 C 0.3029
5 C -0.2451

***

Below is a single C4H8O2 molecule, with properties calculated with ωB97M-V/def2-TZVPD.

Its charge is 0. Its energy above the lowest of the compared OMol25 structures with the same formula, charge and spin is 65.4 kcal per mole.

Positions of all 14 atoms, in Å:
O -0.949 -1.516 0.599
C -1.001 -0.181 0.243
C -0.665 0.247 -1.192
C 0.827 0.333 -0.860
C 0.490 0.466 0.615
O 1.318 -0.357 1.390
H -0.042 -1.602 0.951
H -1.961 0.257 0.618
H -1.067 1.247 -1.393
H -0.972 -0.436 -1.977
H 1.446 1.059 -1.395
H 1.284 -0.663 -0.968
H -0.127 1.200 1.072
H 1.418 -0.055 2.298

Atom charges from the natural (NBO) analysis, given in e for atoms 1 to 5:
1 O -0.7178
2 C 0.0956
3 C -0.4375
4 C -0.4278
5 C 0.0233

***

Below is a 8-piece molecular cluster, C16H48ClN2O11 overall, with properties calculated with ωB97M-V/def2-TZVPD.

Its charge is -1.

Positions of all 78 atoms, in Å:
Cl 0.101 0.755 0.383
O -1.285 0.313 0.455
O 0.071 2.181 0.383
O 0.837 0.231 1.446
O 0.687 0.338 -0.876
C 1.658 -2.078 -3.064
O 0.245 -2.033 -2.824
H 2.175 -1.133 -2.864
H 2.113 -2.812 -2.397
H 1.736 -2.388 -4.130
H 0.155 -1.404 -2.057
C -3.211 3.453 -0.028
O -1.972 4.070 -0.070
H -3.231 2.651 -0.761
H -3.371 3.047 0.988
H -4.025 4.214 -0.140
H -1.292 3.355 -0.078
C 0.130 -3.023 1.272
C -1.271 -3.481 1.609
C -1.470 -4.974 1.446
O -0.626 -5.654 2.420
C -0.814 -7.020 2.402
N -1.545 -3.146 3.012
H 0.714 -3.465 2.038
H 0.307 -1.940 1.380
H 0.627 -3.270 0.327
H -2.068 -3.039 0.977
H -1.229 -5.263 0.436
H -2.518 -5.216 1.656
H -1.859 -7.308 2.396
H -0.333 -7.419 3.279
H -0.409 -7.556 1.527
H -1.794 -2.173 3.067
H -0.647 -3.062 3.450
C -3.668 1.444 -7.068
C -3.748 0.060 -6.268
C -3.145 0.171 -4.835
O -1.789 0.573 -4.927
C -1.327 0.971 -3.694
N -5.150 -0.322 -6.252
H -2.620 1.705 -7.207
H -4.158 2.218 -6.447
H -4.216 1.415 -8.032
H -3.252 -0.652 -6.908
H -3.280 -0.758 -4.277
H -3.814 0.962 -4.403
H -1.459 0.163 -2.908
H -1.885 1.836 -3.275
H -0.245 1.259 -3.712
H -5.588 0.303 -5.559
H -5.287 -1.289 -5.907
C 3.328 -2.055 2.199
C 2.965 -1.529 3.638
O 1.566 -1.616 3.857
H 4.422 -1.908 2.020
H 2.779 -1.418 1.518
H 3.009 -3.090 2.141
H 3.284 -0.433 3.608
H 3.510 -2.141 4.340
H 1.246 -1.049 3.119
C 1.551 5.502 1.848
C 0.429 4.860 2.585
O 0.628 5.065 4.005
H 1.399 5.440 0.761
H 2.507 5.020 2.165
H 1.585 6.589 2.097
H 0.327 3.808 2.387
H -0.497 5.384 2.276
H -0.087 4.599 4.508
C 5.783 2.264 2.419
C 4.354 2.572 2.797
O 4.426 3.187 4.120
H 6.148 1.589 3.144
H 6.322 3.212 2.404
H 5.849 1.781 1.426
H 3.755 1.649 2.883
H 3.852 3.227 2.092
H 3.606 3.684 4.265

Atom charges from the Mulliken analysis, given in e for atoms 1 to 5:
1 Cl 1.6044
2 O -0.7323
3 O -0.6680
4 O -0.7938
5 O -0.6851

***

Below is an isolated ion of composition C6H13N2S and charge +1, with properties calculated with ωB97M-V/def2-TZVPD.

Its charge is +1. Its energy above the lowest of the compared OMol25 structures with the same formula, charge and spin is 96.9 kcal per mole.

Positions of all 22 atoms, in Å:
C -1.577 0.447 0.024
C 0.629 1.665 0.689
C 1.089 0.317 0.079
C 2.335 -0.109 0.860
C 1.385 0.450 -1.375
C -2.794 -1.717 -0.097
N 0.153 -0.693 0.481
N -2.614 -0.232 0.028
S -1.030 2.007 0.205
H 0.682 1.600 1.769
H 1.156 2.409 0.122
H 3.235 -0.139 0.274
H 2.270 -1.060 1.313
H 2.501 0.561 1.682
H 2.100 -0.293 -1.845
H 1.934 1.396 -1.587
H 0.496 0.406 -1.950
H -1.762 -2.090 -0.241
H -3.384 -2.049 0.840
H -3.384 -1.738 -1.023
H 0.015 -1.482 -0.291
H -3.437 0.343 0.044

Atom charges from the natural (NBO) analysis, given in e for atoms 1 to 5:
1 C 0.2559
2 C -0.5260
3 C 0.0432
4 C -0.5961
5 C -0.6465

***

Calculated orbital gap in order - 6.47; 9.80; 9.73; 9.47 eV